The following is a DFT calculation (ωB97M-V/def2-TZVPD) of a cluster of 5 separate species, C20H24N2O14S2 in total at a distorted geometry.

Geometry as XYZ:
```
62
Properties=species:S:1:pos:R:3:forces:R:3
C -0.627 0.492 -1.735 0.4982 -2.5127 0.9077
C -0.395 -1.011 -2.215 1.3685 2.3720 -0.1080
O -1.615 -1.407 -2.693 -2.9516 -0.5835 -1.0512
S -2.865 -0.556 -2.152 -0.4577 1.5215 -0.6022
O -3.747 -1.401 -1.396 1.0801 0.8665 -0.4738
O -3.421 0.326 -3.162 0.7966 -1.7123 0.9392
O -1.952 0.400 -1.217 -0.8191 -0.0715 0.2105
H -0.478 1.205 -2.545 -0.4343 -0.0407 0.1406
H 0.030 0.666 -0.883 -0.0482 0.4236 -0.1200
H -0.093 -1.758 -1.480 0.5290 0.4860 0.1613
H 0.263 -0.866 -3.072 0.3584 -0.8460 0.1352
C 1.195 4.004 -3.594 -1.4746 1.5346 -2.3694
C 0.433 5.359 -3.534 0.0755 -0.1943 0.7765
O 0.387 5.539 -2.114 -1.2154 -0.2853 2.1460
S -0.176 4.161 -1.348 1.8795 0.9306 -0.7490
O -1.618 4.049 -1.412 2.1967 -0.1037 -0.4504
O 0.492 3.963 -0.065 -1.0768 0.4189 -2.6947
O 0.642 3.275 -2.574 -1.5111 -1.3633 3.6588
H 2.279 4.124 -3.592 -0.0392 -0.1661 0.4081
H 0.813 3.462 -4.459 0.7555 0.1626 -0.5610
H -0.593 5.336 -3.901 -0.0024 -0.4808 -0.2041
H 0.871 6.274 -3.932 0.5052 -0.4051 0.0195
C 2.980 -0.837 -1.707 -0.4159 1.9804 -1.8215
C 3.198 -1.536 -0.558 0.6101 -0.6881 -0.0602
C 3.455 -0.893 0.633 -0.4539 -0.2481 0.7881
C 3.350 0.487 0.708 -0.8019 -0.7268 0.1485
C 3.043 1.203 -0.445 0.3298 0.2819 -0.2593
C 2.951 0.567 -1.706 -0.1205 0.2241 2.5722
N 3.375 1.157 2.052 2.3991 1.7441 1.2425
O 4.067 0.676 2.990 -2.0108 0.1632 -2.3951
O 2.921 2.307 2.107 -0.0519 -1.8408 -0.2495
H 2.755 -1.263 -2.674 0.2233 -0.7015 0.0954
H 3.249 -2.614 -0.611 -0.1485 -0.0814 0.1731
H 3.562 -1.530 1.498 0.2913 0.3332 0.3271
H 2.883 2.267 -0.356 0.0418 0.1206 -0.0273
H 2.759 1.249 -2.520 -0.0423 -0.5298 -0.4487
C -0.808 2.620 3.711 -0.2259 1.6726 -1.5056
C 0.079 1.986 4.543 -0.9665 0.8915 0.0820
C 0.442 0.725 4.249 1.4161 -3.1461 -0.8487
C 0.142 0.048 3.006 -1.3782 3.0292 1.8134
C -0.764 0.772 2.182 -0.0046 -0.5590 0.2998
C -1.212 2.085 2.498 0.5534 -2.3059 0.6006
N 0.659 -1.309 2.742 0.9578 1.0496 0.3406
O 1.586 -1.708 3.453 -1.3097 0.1797 -0.7284
O 0.227 -1.868 1.757 -0.0992 -0.4417 -0.0038
H -1.110 3.629 3.946 -0.2200 0.0830 0.1539
H 0.361 2.518 5.440 0.1964 -0.4328 0.2067
H 0.960 0.184 5.027 0.4839 -0.2255 -0.2664
H -1.299 0.289 1.378 0.4991 -0.1869 -0.4597
H -1.973 2.494 1.850 0.1502 0.3657 0.0822
O -1.495 -5.232 -1.714 -0.6061 -1.0191 2.4608
C -2.019 -5.235 -0.604 -1.1296 2.4149 -1.8691
O -2.606 -6.257 0.035 0.6414 -2.0894 -1.7835
C -3.273 -5.948 1.252 1.3325 0.8844 -0.0679
C -2.641 -4.602 1.543 -0.5872 1.5222 1.1544
C -2.435 -3.963 0.181 1.1767 -1.2637 -0.0311
H -2.913 -6.690 1.965 -0.6578 -0.0881 0.0477
H -4.352 -5.921 1.100 0.0652 -0.1799 0.0359
H -1.699 -4.756 2.068 0.1393 0.0273 -0.1614
H -3.237 -3.944 2.177 -0.1587 -0.2050 0.1839
H -1.635 -3.224 0.125 -0.2162 0.0527 0.1311
H -3.356 -3.569 -0.246 0.0852 -0.0119 -0.0721
```
Forces are in eV/Å.

Summary:
2S+1 = 1
gap between HOMO and LUMO = 8.89 eV
SMILES = O=[N+]([O-])c1ccccc1.O=[N+]([O-])c1ccccc1.O=S1(=O)OCCO1.O=S1(=O)OCCO1.O=C1CCCO1
E_tot = -74435.3017 eV

---

The following is a DFT calculation (ωB97M-V/def2-TZVPD) of the molecule C20H24N2O2.

Geometry as XYZ:
```
48
Properties=species:S:1:pos:R:3:forces:R:3
C -0.146 3.512 -6.329 0.2737 -0.1890 -0.0910
H -0.816 2.942 -6.969 -0.1268 -0.0137 -0.0837
H 0.143 4.417 -6.858 -0.0456 0.1273 -0.0240
H -0.687 3.809 -5.433 -0.1010 0.0761 0.1239
C 1.093 2.691 -5.974 -0.1139 -0.0306 0.2023
C 2.001 3.463 -5.020 -0.0279 -0.1521 -0.2353
H 2.883 2.876 -4.776 0.1345 -0.0171 0.0758
H 1.478 3.689 -4.093 -0.0393 0.0526 0.1122
H 2.320 4.399 -5.472 0.0448 0.1193 0.0012
H 1.646 2.485 -6.896 -0.0308 -0.0364 0.0305
C 0.710 1.329 -5.374 0.3158 0.0263 -0.3127
N 0.023 1.446 -4.112 -0.2614 0.2371 -0.2532
C 0.540 0.990 -2.949 -0.1555 0.0141 -0.0127
O 1.592 0.383 -2.881 0.1755 -0.1271 0.1026
C -0.305 1.258 -1.746 -0.0578 0.0044 0.4038
C -0.285 0.318 -0.726 -0.0277 0.0832 -0.0568
C -1.042 0.498 0.428 -0.0539 0.3314 -0.2678
C -1.813 1.649 0.564 -0.1006 0.0469 0.1716
C -1.811 2.597 -0.444 0.0362 -0.0454 -0.0853
C -1.069 2.412 -1.597 0.0381 -0.0486 -0.1039
H -1.065 3.180 -2.358 0.0183 0.0632 -0.0833
H -2.398 3.495 -0.323 -0.0400 0.0694 0.0252
H -2.399 1.796 1.455 -0.0068 -0.0031 0.0199
N -0.986 -0.501 1.402 0.3173 -0.2464 -0.2506
C -1.670 -0.594 2.580 0.0291 -0.5520 0.1361
O -2.465 0.225 2.980 -0.1629 0.2437 0.1042
C -1.303 -1.839 3.368 0.0300 0.2655 0.1019
C 0.023 -1.620 4.118 -0.1583 -0.1688 -0.0261
C 0.365 -2.842 4.922 0.1031 0.0907 -0.0003
C -0.183 -3.027 6.185 0.0242 0.0148 -0.0358
C 0.095 -4.170 6.912 -0.0432 -0.0332 0.0781
C 0.923 -5.146 6.384 0.0245 -0.0871 0.0472
C 1.472 -4.972 5.126 0.0377 -0.0958 -0.0255
C 1.192 -3.827 4.399 -0.0133 0.0355 0.0122
H 1.627 -3.696 3.418 0.0491 0.0340 -0.1021
H 2.120 -5.728 4.708 0.0526 -0.0566 -0.0276
H 1.140 -6.039 6.951 0.0206 -0.0651 0.0458
H -0.335 -4.300 7.895 -0.0304 -0.0075 0.0777
H -0.827 -2.266 6.601 -0.0730 0.0983 0.0533
H -0.087 -0.756 4.776 0.0477 0.0336 -0.0492
H 0.821 -1.406 3.403 0.0147 0.0466 0.0553
H -2.096 -2.030 4.092 -0.0046 0.0163 -0.1134
H -1.216 -2.704 2.708 -0.0087 -0.0337 0.0122
H -0.355 -1.259 1.179 -0.1677 0.0829 0.1326
H 0.334 -0.559 -0.851 0.0845 -0.0907 -0.0095
H -0.874 1.901 -4.110 0.0316 -0.1139 0.1629
H 1.612 0.744 -5.176 -0.1384 0.0043 -0.0903
H 0.080 0.779 -6.083 0.0859 -0.0034 0.0513
```
Forces are in eV/Å.

Summary:
2S+1 = 1
gap between HOMO and LUMO = 9.41 eV
SMILES = CC(C)CNC(=O)c1cccc(NC(=O)CCc2ccccc2)c1
E_tot = -28206.4136 eV
energy relative to the best compared isomer or geometry (same formula, charge and spin) = 29.1 kJ/mol

---

The following is a DFT calculation (ωB97M-V/def2-TZVPD) of the molecule C20H24N2O3.

Geometry as XYZ:
```
49
Properties=species:S:1:pos:R:3:forces:R:3
C -2.467 -0.285 3.130 0.1153 -0.2539 -0.0247
H -2.828 -0.836 3.997 0.0020 -0.0114 -0.0780
H -3.022 -0.607 2.242 0.0074 0.0019 0.0029
H -1.399 -0.478 2.982 -0.1497 0.0356 0.0243
O -2.714 1.076 3.419 -0.0794 0.3445 0.0803
C -2.229 2.012 2.565 -0.0099 0.2213 -0.0195
C -1.582 1.727 1.368 -0.1319 -0.1589 0.0686
C -1.090 2.754 0.576 0.0105 0.0756 -0.1060
C -1.261 4.074 0.965 0.0437 -0.0421 -0.1064
C -1.925 4.361 2.146 0.0280 0.0175 -0.0229
C -2.406 3.344 2.944 -0.0272 -0.2641 0.0684
H -2.915 3.553 3.871 -0.0649 0.0186 0.1103
H -2.063 5.388 2.449 -0.0224 0.0818 0.0367
H -0.869 4.869 0.350 0.0503 0.1037 -0.0827
C -0.327 2.434 -0.681 -0.2262 -0.0466 -0.0129
H -0.450 1.373 -0.940 -0.0051 0.0803 0.0201
H -0.698 3.041 -1.523 0.0773 -0.0863 0.0795
O 1.039 2.741 -0.447 0.0764 0.0148 0.1869
C 1.869 2.662 -1.571 0.2217 -0.1524 -0.2952
C 2.270 1.224 -1.958 -0.4576 0.0841 0.4142
O 3.238 1.240 -2.984 0.2403 0.1070 -0.1453
H 2.919 1.776 -3.719 0.0023 -0.0306 0.0334
H 1.378 0.669 -2.294 0.1380 0.0428 0.1315
C 2.897 0.473 -0.767 0.1669 0.3163 -0.6407
N 1.922 -0.213 0.025 -0.1414 -0.1197 0.1351
C 1.451 0.128 1.256 -0.0474 -0.0405 0.1720
N 0.546 -0.679 1.719 -0.0214 0.0609 0.5107
C 0.375 -1.632 0.743 0.4527 0.1313 -0.6450
C -0.466 -2.737 0.688 0.1232 0.0743 -0.1110
C -0.432 -3.545 -0.432 -0.0864 0.0184 0.1484
C 0.442 -3.261 -1.503 0.1175 0.1343 -0.0292
C 1.281 -2.161 -1.460 0.0714 0.0316 -0.0704
C 1.239 -1.351 -0.337 -0.5003 -0.3586 0.3621
H 1.951 -1.947 -2.279 0.0645 -0.0101 -0.1372
C 0.468 -4.158 -2.704 -0.0140 0.0206 0.0512
H -0.512 -4.198 -3.179 -0.0453 -0.0665 -0.0911
H 1.192 -3.803 -3.433 0.0251 -0.0160 -0.0659
H 0.737 -5.175 -2.418 0.0034 -0.1115 -0.0642
C -1.331 -4.743 -0.506 0.0433 0.0353 -0.0271
H -1.939 -4.820 0.392 -0.0574 -0.0464 0.0316
H -0.747 -5.658 -0.607 -0.0349 -0.1264 -0.0187
H -1.994 -4.678 -1.368 -0.0845 -0.0801 -0.0476
H -1.128 -2.954 1.512 -0.0969 -0.0618 0.1071
H 1.800 0.999 1.775 0.1510 0.2495 0.0236
H 3.435 1.178 -0.130 0.0265 -0.0991 -0.0128
H 3.609 -0.249 -1.180 -0.0256 0.0777 0.1210
H 1.397 3.153 -2.439 0.0652 -0.0136 0.0694
H 2.779 3.213 -1.310 -0.0247 -0.0669 -0.1322
H -1.440 0.707 1.053 0.0306 -0.1161 -0.0026
```
Forces are in eV/Å.

Summary:
2S+1 = 1
gap between HOMO and LUMO = 8.73 eV
SMILES = COc1cccc(COC[C@@H](O)Cn2cnc3cc(C)c(C)cc32)c1
E_tot = -30252.1551 eV
energy relative to the best compared isomer or geometry (same formula, charge and spin) = 214.4 kJ/mol

---

The following is a DFT calculation (ωB97M-V/def2-TZVPD) of the molecule C20H24N2OS2 at a distorted geometry.

Geometry as XYZ:
```
49
Properties=species:S:1:pos:R:3:forces:R:3
O 4.816 2.710 4.734 1.4967 -1.0950 0.8175
S 2.754 0.562 -1.502 0.1129 -1.3190 -1.5108
C 3.435 -3.527 -1.938 -0.2178 1.3072 -1.2572
C 2.778 -3.949 -0.829 -0.0241 -3.9216 1.6883
C 3.317 -2.187 -2.200 0.4776 2.3756 -0.3607
C 3.370 2.477 0.312 1.9627 -0.3720 -0.2383
C 2.109 -3.159 0.054 0.2471 2.3437 0.7176
C 3.732 2.806 1.633 -0.1779 0.1747 -0.8770
C 2.592 0.810 2.446 1.4699 3.3199 0.2806
C 2.729 -1.264 -1.304 -0.0913 0.2841 0.5811
C 2.912 1.116 0.123 0.2479 3.0949 -0.4369
C 2.150 -1.714 -0.135 -0.1150 -1.3806 0.9086
C 2.404 0.365 1.173 1.8110 0.5727 -0.8029
C 3.328 2.048 2.683 -2.9047 -2.9477 0.7860
N 1.746 -0.806 0.904 -3.5641 -1.9725 -0.3335
N -2.689 0.442 1.008 -0.8548 1.2608 1.8971
S 3.387 2.496 4.443 0.9636 1.7605 -0.7109
C 3.002 4.279 4.343 -0.2433 1.6149 -1.4626
C -4.214 0.450 0.919 2.0192 2.0823 -0.4339
C 0.231 -0.577 1.081 0.2029 -0.2849 0.4439
C -4.641 1.454 -0.229 0.0060 -0.0243 1.2504
C -3.829 1.336 -1.532 0.3579 -1.2981 0.7116
C -0.489 0.275 -0.010 1.0284 0.1343 0.3790
C -2.340 1.425 -1.174 -0.8194 1.2279 -0.1825
C -2.040 0.262 -0.253 2.6641 -0.2321 0.7762
H 3.946 -4.185 -2.619 0.1021 -0.1069 0.0235
H 2.887 -5.053 -0.534 -0.3797 1.6540 -0.5665
H 3.758 -1.672 -3.048 0.2128 -0.5595 -0.2878
H 3.739 3.257 -0.503 -1.0149 -2.3213 1.4133
H 1.753 -3.648 0.964 -0.1908 0.6232 -0.2009
H 4.385 3.608 1.890 0.0897 0.9825 -0.3595
H 2.102 0.365 3.255 -0.4021 -0.9770 1.1722
H -2.305 1.367 1.402 -1.1914 -1.7174 -0.6013
H 3.725 4.734 3.513 -1.6837 -1.1274 1.7014
H 1.924 4.349 4.017 1.0364 0.5208 0.3942
H 3.256 4.897 5.290 -0.6631 -1.6924 -1.2927
H -4.502 -0.544 0.656 -0.3012 -0.7450 0.0036
H -4.562 0.721 1.949 -0.0647 -0.2153 -1.1114
H -0.255 -1.510 1.343 0.0026 -0.3332 -0.2685
H 0.183 0.051 1.969 -0.0666 -0.4293 0.2889
H -4.475 2.496 0.144 -0.0264 -0.6856 -0.1282
H -5.709 1.402 -0.426 -0.1731 -0.2124 -0.0324
H -4.104 2.188 -2.072 -0.4575 1.1766 -1.3156
H -4.044 0.418 -2.159 0.1285 0.8777 0.8413
H 0.039 0.067 -0.955 -0.3422 0.4399 0.1415
H -0.203 1.275 0.406 -0.3964 -0.1594 -1.2765
H -2.170 2.463 -0.672 -0.1987 -1.8803 -0.2147
H -1.696 1.518 -2.038 0.1101 -0.5228 -0.4582
H -2.292 -0.764 -0.592 -0.1849 0.7048 -0.4965
```
Forces are in eV/Å.

Summary:
2S+1 = 1
gap between HOMO and LUMO = 8.27 eV
E_tot = -47823.8268 eV
energy relative to the best compared isomer or geometry (same formula, charge and spin) = 0.0 kJ/mol

---

Q: What is the gap between HOMO and LUMO in the fourth record?
A: 8.27 eV

---

Q: Which value of gap between HOMO and LUMO does entry 4 give?
A: 8.27 eV

---

Q: The highest gap between HOMO and LUMO belongs to which entry?
A: C20H24N2O2